Run P
The following is a DFT calculation (the ωB97M-V functional and the def2-TZVPD basis) of C49H34BBrF8NiO3P2S as an isolated structure.

Cartesian coordinates (Å):
Ni1 0.7603 0.7663 -0.7883
F1 6.7686 0.7072 2.7741
C1 5.4775 0.7689 2.4821
C2 4.5363 0.7093 3.4932
F2 4.9264 0.5920 4.7582
C3 3.1916 0.7735 3.1756
F3 2.3285 0.7193 4.1929
C4 2.7472 0.8865 1.8652
P1 0.9693 0.9839 1.4372
C5 0.2468 -0.3559 2.4292
C6 0.9366 -1.5558 2.5841
C7 0.3688 -2.5964 3.3044
C8 -0.8981 -2.4583 3.8508
C9 -1.6012 -1.2746 3.6760
C10 -1.0301 -0.2292 2.9700
C11 0.4519 2.5509 2.1712
C12 0.4178 3.6462 1.3141
C13 0.1176 4.9083 1.8047
C14 -0.1695 5.0700 3.1495
C15 -0.1598 3.9733 4.0069
C16 0.1558 2.7142 3.5266
C17 3.7146 0.9481 0.8663
Br1 3.2552 1.0943 -0.9470
C18 5.0631 0.8904 1.1664
F4 5.9853 0.9394 0.2115
H1 1.9200 -1.6900 2.1457
H2 0.9269 -3.5128 3.4415
H3 -1.3382 -3.2730 4.4114
H4 -2.5944 -1.1618 4.0908
H5 -1.5680 0.7017 2.8693
H6 0.6327 3.5240 0.2643
H7 0.1119 5.7456 1.1195
H8 -0.4056 6.0524 3.5392
H9 -0.3901 4.1025 5.0567
H10 0.1640 1.8689 4.2009
O1 0.8770 0.7356 -4.6017
C19 0.1432 0.6555 -3.6492
O2 0.4789 0.1475 -2.4890
C20 -1.3216 0.9831 -3.7474
C21 -1.8883 1.1340 -5.0087
C22 -3.2551 1.2813 -5.1495
C23 -4.0699 1.2947 -4.0227
C24 -3.5080 1.1938 -2.7630
C25 -2.1300 1.0326 -2.6151
P2 -1.4660 1.0114 -0.9138
C26 -2.3465 -0.3566 -0.0958
C27 -1.6543 -1.5584 0.0444
C28 -2.2824 -2.6842 0.5521
C29 -3.6083 -2.6131 0.9516
C30 -4.2964 -1.4115 0.8538
C31 -3.6728 -0.2895 0.3298
C32 -2.1795 2.5567 -0.2676
C33 -2.7000 2.6704 1.0214
C34 -3.1935 3.8807 1.4776
C35 -3.1470 4.9988 0.6556
C36 -2.6031 4.9019 -0.6155
C37 -2.1199 3.6880 -1.0785
H11 -1.2235 1.1156 -5.8620
H12 -3.6918 1.3785 -6.1349
H13 -5.1424 1.3977 -4.1244
H14 -4.1495 1.2566 -1.8938
H15 -0.6080 -1.6052 -0.2383
H16 -1.7362 -3.6142 0.6448
H17 -4.1062 -3.4918 1.3410
H18 -5.3254 -1.3464 1.1833
H19 -4.2242 0.6386 0.2617
H20 -2.7414 1.8095 1.6721
H21 -3.6070 3.9508 2.4755
H22 -3.5231 5.9490 1.0130
H23 -2.5374 5.7730 -1.2531
H24 -1.6679 3.6363 -2.0594
F5 0.3606 5.1650 -1.7153
B1 1.3393 4.2086 -2.0110
F6 0.7006 2.8927 -1.8369
F7 1.7956 4.2994 -3.3019
F8 2.3746 4.2714 -1.0706
O3 3.2528 -1.7969 -2.3447
S1 1.9896 -2.1628 -1.6553
C38 1.1098 -3.2911 -2.7288
C39 -0.2512 -3.1409 -2.9279
C40 -0.9073 -4.0062 -3.7966
C41 -0.1961 -4.9943 -4.4569
C42 1.1771 -5.1200 -4.2650
C43 1.8373 -4.2653 -3.4016
C44 2.4801 -3.3532 -0.3984
C45 3.8168 -3.3853 -0.0368
C46 4.2209 -4.2242 0.9961
C47 3.2952 -5.0240 1.6491
C48 1.9573 -4.9921 1.2693
C49 1.5449 -4.1485 0.2517
H25 -0.7912 -2.3416 -2.4389
H26 -1.9700 -3.8913 -3.9663
H27 -0.7074 -5.6637 -5.1365
H28 1.7314 -5.8808 -4.7987
H29 2.9082 -4.3296 -3.2540
H30 4.5196 -2.7652 -0.5793
H31 5.2640 -4.2571 1.2837
H32 3.6137 -5.6761 2.4522
H33 1.2365 -5.6297 1.7659
H34 0.5049 -4.1274 -0.0548

The LUMO energy (alpha / beta) comes out at -1.0 / -1.0 eV. As for the HOMO energy (alpha / beta): -8.85 / -8.85 eV. Its spin multiplicity is 1.

=====

Run Q
The following is a DFT calculation (the ωB97M-V functional and the def2-TZVPD basis) of C49H34BBrF8NiO3P2S as an isolated structure.

Cartesian coordinates (Å):
Ni1 0.8025 -0.7255 -0.0576
F1 7.8837 0.9681 2.5380
C1 6.6552 0.9937 2.0217
C2 6.0462 2.2028 1.7437
F2 6.6893 3.3495 1.9865
C3 4.7730 2.2113 1.2059
F3 4.2606 3.4214 0.9356
C4 4.0565 1.0470 0.9414
P1 2.3426 1.1561 0.2588
C5 2.6324 2.0968 -1.2868
C6 2.6641 3.4885 -1.3808
C7 2.9074 4.0965 -2.6021
C8 3.1264 3.3299 -3.7396
C9 3.1079 1.9478 -3.6503
C10 2.8561 1.3410 -2.4284
C11 1.6238 2.4198 1.3638
C12 1.9944 2.5050 2.7018
C13 1.4527 3.4878 3.5172
C14 0.5273 4.3857 3.0057
C15 0.1106 4.2713 1.6873
C16 0.6453 3.2848 0.8741
C17 4.6986 -0.1648 1.2189
Br1 3.8988 -1.8255 0.9243
C18 5.9795 -0.1831 1.7522
F4 6.6019 -1.3302 2.0243
H1 2.4970 4.1032 -0.5085
H2 2.9313 5.1764 -2.6630
H3 3.3186 3.8122 -4.6890
H4 3.2892 1.3340 -4.5228
H5 2.8855 0.2746 -2.3552
H6 2.7158 1.8098 3.1138
H7 1.7640 3.5553 4.5512
H8 0.1167 5.1620 3.6378
H9 -0.6382 4.9453 1.2918
H10 0.3050 3.1929 -0.1503
O1 3.4436 -2.1454 -2.6527
C19 2.2460 -2.0474 -2.5032
O2 1.6208 -1.9717 -1.3611
C20 1.2941 -1.9628 -3.6618
C21 1.7424 -2.1718 -4.9570
C22 0.8522 -2.0839 -6.0144
C23 -0.4817 -1.7806 -5.7715
C24 -0.9297 -1.5582 -4.4777
C25 -0.0419 -1.6453 -3.4098
P2 -0.5998 -1.5151 -1.6657
C26 -1.1623 -3.2004 -1.2791
C27 -2.2968 -3.7277 -1.9022
C28 -2.7379 -5.0027 -1.5878
C29 -2.0442 -5.7653 -0.6555
C30 -0.9008 -5.2594 -0.0595
C31 -0.4560 -3.9821 -0.3701
C32 -2.1046 -0.4687 -1.8791
C33 -1.8453 0.7992 -2.4112
C34 -2.8576 1.7304 -2.5695
C35 -4.1574 1.4132 -2.1928
C36 -4.4269 0.1697 -1.6463
C37 -3.4066 -0.7623 -1.4841
H11 2.7871 -2.4064 -5.1104
H12 1.1923 -2.2528 -7.0271
H13 -1.1798 -1.7150 -6.5956
H14 -1.9715 -1.3171 -4.3088
H15 -2.8230 -3.1562 -2.6545
H16 -3.6186 -5.4025 -2.0737
H17 -2.3986 -6.7542 -0.3949
H18 -0.3510 -5.8463 0.6632
H19 0.4288 -3.5954 0.1150
H20 -0.8336 1.0588 -2.7086
H21 -2.6336 2.7017 -2.9912
H22 -4.9536 2.1342 -2.3252
H23 -5.4342 -0.0848 -1.3438
H24 -3.6464 -1.7266 -1.0612
F5 2.0289 -3.6968 2.3218
B1 0.9564 -2.9347 2.7473
F6 0.6314 -1.9951 1.6432
F7 -0.1623 -3.7125 2.9536
F8 1.2555 -2.1332 3.8381
O3 -0.6493 0.2775 0.7622
S1 -0.8569 0.3155 2.2862
C38 -2.1014 1.5804 2.4616
C39 -2.8796 1.9228 1.3680
C40 -3.8471 2.9022 1.5251
C41 -4.0291 3.5151 2.7593
C42 -3.2425 3.1537 3.8438
C43 -2.2623 2.1828 3.6964
C44 -1.8872 -1.0866 2.6836
C45 -2.0549 -1.4215 4.0164
C46 -2.8738 -2.4946 4.3280
C47 -3.4894 -3.2205 3.3162
C48 -3.2836 -2.8851 1.9864
C49 -2.4716 -1.8105 1.6656
H25 -2.7144 1.4427 0.4138
H26 -4.4612 3.1839 0.6799
H27 -4.7857 4.2798 2.8764
H28 -3.3831 3.6341 4.8025
H29 -1.6284 1.9063 4.5287
H30 -1.5411 -0.8722 4.7947
H31 -3.0110 -2.7799 5.3616
H32 -4.1098 -4.0698 3.5678
H33 -3.7257 -3.4802 1.1977
H34 -2.2568 -1.5440 0.6421

The LUMO energy (alpha / beta) comes out at -0.9 / -0.9 eV. As for the HOMO energy (alpha / beta): -8.53 / -8.52 eV. Its spin multiplicity is 1.

=====

Stability summary: most stable run P, least stable run Q.